Record 1
{
  "formula": "C5H12N3O",
  "method": "the ωB97M-V functional and the def2-TZVPD basis",
  "de_lowest_kcal_mol": 158.05,
  "orbital_gap_ha": 0.3171,
  "charge": 1,
  "e_homo_ev": -12.56,
  "fmax_ev_per_a": 5.163,
  "energy_ha": -436.77692,
  "species": ["C", "C", "C", "C", "C", "N", "N", "N", "O", "H", "H", "H", "H", "H", "H", "H", "H", "H", "H", "H", "H"],
  "xyz": [[0.12650, 1.12272, 0.66307], [1.17893, -1.06257, 1.36212], [1.00573, 1.00734, 3.05629], [-2.41470, -1.56780, -3.91098], [0.50570, 0.28017, 1.79665], [-1.04674, -0.37840, -2.38213], [0.49608, 1.01187, -0.55942], [-1.68480, -1.05249, -3.05336], [0.06175, 1.73265, -1.65675], [0.46079, -1.92286, 1.07599], [1.61947, -1.38741, 2.23790], [1.91791, -0.99232, 0.68753], [1.00862, 0.33617, 3.81763], [0.56914, 1.93890, 3.28837], [2.11513, 1.32540, 2.85464], [-2.22438, -2.31824, -4.66901], [-3.51881, -1.38448, -4.06080], [-0.62163, 1.87351, 0.64513], [-0.60838, -0.13458, 2.02748], [1.28959, 0.41115, -0.80704], [-0.23589, 1.16127, -2.41331]]
}


Record 2
{
  "formula": "C5H12N3O2",
  "method": "the ωB97M-V functional and the def2-TZVPD basis",
  "de_lowest_kcal_mol": 140.97,
  "orbital_gap_ha": [0.2293, 0.3277],
  "charge": 1,
  "smiles": "CO[N+](=O)[C@@H]1CCCNN1",
  "e_homo_ev": [-11.87, -13.13],
  "fmax_ev_per_a": 4.379,
  "energy_ha": -511.99135,
  "species": ["C", "O", "N", "O", "C", "C", "C", "C", "N", "N", "H", "H", "H", "H", "H", "H", "H", "H", "H", "H", "H", "H"],
  "xyz": [[1.19431, -1.82634, -3.19918], [0.93969, -0.65647, -2.42237], [0.57521, -0.86483, -1.09955], [0.28472, -1.95300, -0.77346], [-0.06734, 0.50763, -0.59341], [0.67030, 1.00510, 0.62726], [-0.43726, 1.42705, 1.55908], [-1.23264, 0.11927, 1.85789], [-1.76277, -0.50094, 0.70204], [-1.41436, 0.06820, -0.49864], [1.91868, -2.44694, -2.60500], [1.72953, -1.48143, -4.02276], [0.20599, -2.26641, -3.33891], [0.03551, 1.15880, -1.40788], [1.34646, 1.82909, 0.37595], [1.18691, 0.09551, 1.01052], [-0.12334, 1.94382, 2.41826], [-1.05973, 2.06738, 0.99682], [-0.61709, -0.52547, 2.44217], [-2.19837, 0.46060, 2.41575], [-2.33988, -1.33838, 0.56631], [-1.87539, -0.48038, -1.18998]]
}